(1)
Below is a cluster of 7 separate species, C38H66F3N11O7 in total in a non-equilibrium geometry, with properties calculated with wB97M-V/def2-TZVPD.

Geometry as XYZ:
```
125
Properties=species:S:1:pos:R:3:mulliken_charge:R:1
C -1.8521 4.1739 -5.2177 -0.569
C -2.2773 3.3658 -4.4389 -0.668
C -2.5588 2.2112 -3.6006 1.138
C -3.9388 1.8047 -3.5600 -0.234
C -4.9426 2.6433 -4.3269 -1.205
C -5.1771 3.9440 -3.5307 0.097
O -6.2233 4.5256 -3.5525 -0.511
C -4.2720 0.6885 -2.8257 1.178
C -5.7187 0.2077 -2.7889 -1.445
C -6.4698 0.8009 -1.5584 -0.824
N -6.2490 0.0803 -0.2940 -0.637
C -3.2649 -0.0447 -2.0965 -0.244
N -3.6733 -1.1506 -1.3955 -0.276
C -2.6961 -1.7227 -0.7392 -0.556
N -3.0160 -2.8744 0.0649 -0.145
C -3.6611 -2.4018 1.3444 -0.265
C -2.7836 -2.7051 2.5863 -0.394
C -3.6276 -3.4815 3.6245 -1.464
C -1.3220 -1.2803 -0.7426 0.276
C -0.2776 -2.0321 0.0820 -0.525
N 1.0820 -1.8133 -0.3751 -0.300
C 1.8462 -0.9447 0.5423 -0.935
N -0.9533 -0.2486 -1.4500 -0.338
C -1.9400 0.3992 -2.1450 0.555
C -1.5646 1.5560 -2.9083 -0.308
C -0.1045 1.9465 -2.8799 0.631
F 0.6540 0.9347 -3.3441 -0.287
F 0.3145 2.1664 -1.6175 -0.266
F 0.2326 3.0222 -3.5858 -0.267
H -1.4061 4.8466 -5.9132 0.487
H -5.9176 2.1707 -4.3933 0.294
H -4.5739 2.8554 -5.3319 0.553
H -4.3457 4.3025 -2.8915 0.402
H -6.2303 0.3974 -3.7295 0.536
H -5.7013 -0.8794 -2.6617 0.494
H -6.0860 1.8121 -1.3969 0.433
H -7.5498 0.8325 -1.7156 0.318
H -5.3582 0.3814 0.0810 0.286
H -6.1454 -0.9101 -0.4762 0.291
H -3.7772 -3.3026 -0.4554 0.457
H -4.6712 -2.8069 1.4391 0.590
H -3.7823 -1.3129 1.2969 0.113
H -1.9332 -3.2973 2.2432 0.206
H -2.3936 -1.7741 3.0051 0.364
H -4.4892 -2.8615 3.8823 0.361
H -3.0353 -3.7557 4.4961 0.403
H -4.0072 -4.3723 3.1167 0.357
H -0.4311 -1.7379 1.1235 0.353
H -0.5428 -3.0915 -0.0317 0.322
H 1.0974 -1.4495 -1.3158 0.326
H 1.6872 -1.2508 1.5770 0.287
H 2.9165 -1.0343 0.3182 0.475
H 1.5069 0.0973 0.4046 0.183
C 0.0227 5.5734 -1.3264 -0.817
N -0.8088 6.1975 -2.3389 -0.046
C -1.7425 7.1651 -2.1817 0.995
C -1.9771 7.6903 -0.7852 -1.563
O -2.3647 7.5850 -3.1525 -0.714
H 1.0722 5.7342 -1.5774 0.279
H -0.1776 4.5036 -1.3279 0.149
H -0.1737 5.9778 -0.3394 0.385
H -0.7062 5.8911 -3.2939 0.112
H -2.7479 8.4542 -0.8141 0.417
H -2.3108 6.8856 -0.1287 0.425
H -1.0663 8.1366 -0.3856 0.389
C 7.0920 -3.9623 2.4867 -0.540
N 6.2011 -3.3064 1.5393 -0.118
C 5.3001 -2.3232 1.7746 0.559
C 5.1798 -1.8189 3.1903 -1.076
O 4.6154 -1.8751 0.8621 -0.698
H 8.1233 -3.8107 2.1625 0.280
H 6.8832 -5.0303 2.4932 0.047
H 6.9690 -3.5664 3.4893 0.245
H 6.2318 -3.5992 0.5758 0.242
H 4.4232 -1.0396 3.2241 0.332
H 4.8800 -2.6232 3.8595 0.305
H 6.1295 -1.3984 3.5244 0.371
C -2.1312 11.1518 -4.1752 -0.940
N -2.1384 10.8771 -2.7522 -0.048
C -1.8178 11.7074 -1.7305 0.984
C -1.3922 13.1147 -2.0785 -1.355
O -1.8746 11.3177 -0.5721 -0.642
H -3.1325 10.9952 -4.5790 0.290
H -1.4474 10.4620 -4.6722 0.264
H -1.8207 12.1712 -4.3800 0.397
H -2.4124 9.9512 -2.4545 0.001
H -1.1706 13.6497 -1.1601 0.301
H -0.4960 13.1000 -2.6999 0.342
H -2.1932 13.6371 -2.6030 0.361
C 6.3251 -10.3739 2.0139 -0.813
N 7.1501 -9.2178 2.3117 -0.165
C 6.7674 -8.0190 2.8241 0.783
C 5.3027 -7.8274 3.1370 -1.248
O 7.5913 -7.1380 3.0184 -0.659
H 6.6766 -11.2298 2.5926 0.281
H 6.4065 -10.6148 0.9526 0.281
H 5.2844 -10.1878 2.2549 0.313
H 8.1388 -9.2773 2.1265 0.242
H 5.1571 -6.8280 3.5361 0.221
H 4.7016 -7.9333 2.2331 0.362
H 4.9739 -8.5519 3.8830 0.398
C 3.7658 -0.1684 8.4038 -0.848
N 3.7646 -1.1795 7.3626 -0.162
C 4.7409 -2.0724 7.0530 0.835
C 6.0057 -2.0388 7.8765 -1.347
O 4.5847 -2.8656 6.1382 -0.658
H 2.9328 -0.3479 9.0855 0.286
H 3.6397 0.8173 7.9530 0.288
H 4.6925 -0.1834 8.9667 0.322
H 2.9500 -1.2568 6.7745 0.232
H 6.6814 -2.8050 7.5092 0.291
H 6.4948 -1.0681 7.7857 0.368
H 5.7844 -2.2412 8.9250 0.381
C -1.9920 -4.2405 -4.7942 -0.986
N -1.4276 -4.2273 -3.4576 -0.059
C -1.0639 -5.2857 -2.6804 0.977
C -1.2576 -6.6704 -3.2509 -1.471
O -0.6014 -5.1002 -1.5690 -0.584
H -1.3338 -3.6944 -5.4723 0.310
H -2.9658 -3.7468 -4.7832 0.278
H -2.1140 -5.2541 -5.1604 0.400
H -1.2692 -3.3342 -3.0169 0.080
H -0.9238 -7.3984 -2.5182 0.328
H -2.3113 -6.8505 -3.4684 0.349
H -0.6691 -6.7948 -4.1608 0.373
```

* E_tot: -79352.8633 eV
* charge: 0
* HOMO: -7.774 eV
* orbital gap: 7.2 eV
* LUMO energy: -0.6 eV
* structure (SMILES): C#Cc1c(CC=O)c(CCN)c2nc(NCCC)c(CNC)nc2c1C(F)(F)F.CNC(C)=O.CNC(C)=O.CNC(C)=O.CNC(C)=O.CNC(C)=O.CNC(C)=O



(2)
Below is a structure of composition C38H67BrN2O25S, with properties calculated with wB97M-V/def2-TZVPD.

Geometry as XYZ:
```
134
Properties=species:S:1:pos:R:3:mulliken_charge:R:1
C 8.7006 0.6268 0.4796 -1.411
C 7.6238 -0.1589 -0.2749 -0.400
C 6.2596 0.4959 -0.1057 -0.167
O 5.5807 0.4851 -1.3440 -0.155
C 4.1868 0.7049 -1.2600 -2.041
C 3.8442 2.0446 -0.6421 1.128
C 4.2490 3.2205 -1.3741 0.493
Br 5.1520 3.0282 -3.0205 -0.109
C 4.0201 4.4859 -0.9171 -0.897
C 3.3573 4.6202 0.3203 0.426
N 3.0639 5.7789 0.9263 -0.743
S 2.3104 5.4087 2.2801 0.131
N 2.3309 3.8041 2.1970 -0.567
C 2.9371 3.4941 1.0476 0.661
C 3.1829 2.1702 0.5585 0.805
C 2.7072 1.0241 1.4131 -1.925
C 1.2415 0.5599 1.1824 0.943
C 0.4515 1.5040 0.2749 -1.726
C 1.1737 -0.8610 0.5691 -1.661
H 9.6850 0.1999 0.3385 0.403
H 8.6893 1.6508 0.1222 0.347
H 8.4417 0.6238 1.5332 0.370
H 7.8594 -0.2206 -1.3335 0.172
H 7.6085 -1.1776 0.1041 0.395
H 6.4132 1.5107 0.2639 0.345
H 5.6804 -0.0573 0.6364 0.134
H 3.8333 0.7091 -2.2858 0.665
H 3.6840 -0.1151 -0.7597 0.192
H 4.3408 5.3421 -1.4829 0.501
H 3.3626 0.1804 1.2551 0.387
H 2.8541 1.3260 2.4460 0.545
H 0.7150 0.5069 2.1271 0.509
H -0.5850 1.1774 0.2462 0.509
H 0.8306 1.4777 -0.7397 0.430
H 0.4461 2.5207 0.6558 0.244
H 0.7629 -0.8521 -0.4346 0.367
H 0.5698 -1.5117 1.1909 0.341
H 2.1562 -1.3234 0.5163 0.392
C 5.9753 -0.1023 -4.6577 -0.230
O 6.8295 -0.7014 -5.6372 -0.362
C 7.2759 0.1500 -6.5567 0.788
O 7.0407 1.3297 -6.5992 -0.557
O 8.0446 -0.5229 -7.4114 -0.325
C 8.6044 0.2768 -8.4561 -0.601
H 5.7020 -0.8868 -3.9580 0.243
H 6.5008 0.6822 -4.1203 -0.078
H 5.0767 0.2983 -5.1244 0.333
H 9.2447 1.0561 -8.0477 0.292
H 7.8189 0.7198 -9.0648 0.338
H 9.1990 -0.3905 -9.0733 0.143
C -2.5730 2.5389 3.1126 -0.640
O -2.9749 1.2120 2.7647 -0.271
C -4.2914 1.0155 2.7883 0.837
O -5.1200 1.8408 3.0709 -0.598
O -4.5316 -0.2493 2.4544 -0.320
C -5.9176 -0.6022 2.4461 -0.577
H -1.4882 2.5599 3.0516 0.102
H -2.9842 3.2618 2.4105 0.335
H -2.8826 2.7854 4.1262 0.345
H -6.4615 -0.0038 1.7177 0.296
H -6.3518 -0.4752 3.4357 0.258
H -5.9714 -1.6494 2.1638 0.196
C -7.7998 3.8148 4.3522 -0.538
O -8.6439 3.0677 5.2392 -0.315
C -8.0683 2.7253 6.3884 0.846
O -6.9456 2.9864 6.7279 -0.547
O -8.9649 2.0508 7.1131 -0.323
C -8.4842 1.6274 8.3896 -0.666
H -8.3939 4.0241 3.4674 0.241
H -7.4976 4.7543 4.8116 0.324
H -6.9263 3.2317 4.0705 0.232
H -8.2025 2.4846 8.9980 0.298
H -7.6351 0.9561 8.2767 0.289
H -9.3051 1.0986 8.8651 0.229
C 8.4172 -3.7549 -10.2427 -0.547
O 9.2641 -4.3605 -11.2210 -0.316
C 9.7327 -3.5106 -12.1321 0.802
O 9.5087 -2.3292 -12.1757 -0.542
O 10.4964 -4.1919 -12.9839 -0.320
C 11.0718 -3.3959 -14.0218 -0.627
H 8.1112 -4.5435 -9.5621 0.249
H 8.9579 -2.9912 -9.6873 0.203
H 7.5353 -3.3229 -10.7117 0.285
H 11.7181 -2.6274 -13.6026 0.297
H 10.2944 -2.9383 -14.6303 0.293
H 11.6611 -4.0724 -14.6335 0.216
C -6.3966 -4.4490 5.9785 -0.658
O -6.8261 -4.2634 4.6286 -0.237
C -7.5961 -5.2451 4.1578 0.730
O -7.9348 -6.2258 4.7654 -0.555
O -7.9224 -4.9486 2.9024 -0.276
C -8.7548 -5.9238 2.2657 -0.631
H -5.7858 -3.5854 6.2252 0.204
H -7.2511 -4.4942 6.6507 0.301
H -5.7998 -5.3541 6.0708 0.297
H -9.6999 -6.0243 2.7953 0.309
H -8.2512 -6.8864 2.2143 0.279
H -8.9418 -5.5651 1.2585 0.240
C -10.1628 -9.6760 -2.3294 -0.618
O -10.2920 -10.6132 -1.2585 -0.330
C -9.9688 -10.1265 -0.0625 0.822
O -9.5937 -9.0059 0.1650 -0.537
O -10.1311 -11.0915 0.8388 -0.312
C -9.8163 -10.7038 2.1788 -0.603
H -10.4554 -10.2029 -3.2325 0.216
H -10.8218 -8.8239 -2.1754 0.290
H -9.1323 -9.3390 -2.4222 0.291
H -10.4616 -9.8907 2.5051 0.284
H -8.7726 -10.4064 2.2575 0.285
H -9.9923 -11.5779 2.7983 0.209
C 9.2783 2.5379 -3.4811 -0.202
O 10.6591 2.3443 -3.1638 -0.342
C 11.0527 2.9594 -2.0514 0.847
O 10.3591 3.6238 -1.3273 -0.547
O 12.3485 2.7045 -1.8710 -0.355
C 12.9049 3.3046 -0.7001 -0.615
H 9.0844 1.9811 -4.3938 0.162
H 8.6437 2.1548 -2.6830 -0.059
H 9.0667 3.5914 -3.6519 0.309
H 12.4075 2.9346 0.1944 0.280
H 12.8251 4.3887 -0.7491 0.290
H 13.9521 3.0179 -0.6786 0.222
C -11.0487 5.2850 6.2396 -0.463
O -11.2988 6.3548 7.1558 -0.334
C -10.6070 7.4617 6.8992 0.791
O -9.8263 7.6143 5.9967 -0.545
O -10.9254 8.3745 7.8168 -0.327
C -10.2471 9.6220 7.6612 -0.630
H -11.6636 4.4492 6.5593 0.262
H -11.3285 5.5735 5.2281 0.294
H -10.0035 4.9902 6.2690 0.118
H -10.4916 10.0752 6.7025 0.291
H -9.1707 9.4870 7.7459 0.297
H -10.5975 10.2620 8.4655 0.215
```

* E_tot: -175538.1065 eV
* charge: 0
* HOMO: -8.906 eV
* relative energy (zero: lowest compared OMol25 entry of this formula, charge and spin): 15.9 kJ/mol
* orbital gap: 8.2 eV
* LUMO energy: -0.7 eV



Q: Among the records above, which one has the lowest HOMO?
A: C38H67BrN2O25S



Q: Among the records above, which one has the highest HOMO?
A: C38H66F3N11O7



Q: Look up the HOMO of the second one.
A: -8.906 eV